Here is a molecular structure, C25H61CuN3O2PSi4 from the OMol25 dataset. Energies are from wB97M-V/def2-TZVPD.

Output
Energy above the lowest of the compared OMol25 structures with the same formula, charge and spin in kcal/mol: 5.69
E_HOMO (alpha / beta) in eV: -3.6163 / -4.3257
Charge: -1
Maximum force in hartree/bohr: 0.0098
DFT total energy in a.u.: -4443.75014
LUMO level (alpha / beta) in eV: 2.602 / 2.601
Spin multiplicity: 2
Gap between HOMO and LUMO (alpha / beta) in eV: 6.2 / 6.9

Each line ends with the Mulliken spin population.
Positions of all 97 atoms, in Å:
Cu  0.195  0.111  0.025  0.382
C  -1.894  -3.832  -0.650  -0.002
C  -1.178  -2.571  -0.241  0.002
N  -1.616  -1.373  -0.395  0.001
O  -2.823  -1.168  -1.058  0.000
C  0.133  -2.729  0.387  0.035
C  0.648  -4.059  0.841  0.005
N  0.855  -1.644  0.544  0.084
O  1.980  -1.698  1.148  0.035
H  -2.948  -3.700  -0.895  0.000
H  -1.846  -4.555  0.163  0.000
H  -1.400  -4.274  -1.518  0.001
H  -3.128  -2.009  -1.427  0.000
H  0.435  -4.848  0.117  0.001
H  0.229  -4.364  1.806  -0.001
H  1.726  -3.971  0.967  0.003
C  0.462  4.806  1.045  0.000
C  0.004  4.052  2.302  0.004
C  -0.740  5.017  3.229  0.007
C  1.287  3.597  3.012  0.000
P  -0.923  2.485  1.742  -0.025
N  -0.216  1.860  0.529  0.042
C  -1.054  1.335  3.265  0.020
C  0.285  0.604  3.472  -0.003
C  -1.457  1.978  4.596  -0.001
C  -2.087  0.252  2.921  0.023
C  -2.703  2.996  1.275  -0.013
C  -2.620  4.220  0.351  0.001
C  -3.282  1.866  0.411  0.011
C  -3.678  3.319  2.410  -0.001
H  1.294  5.464  1.309  0.001
H  -0.324  5.425  0.617  0.000
H  0.806  4.104  0.287  0.000
H  -0.055  5.821  3.520  -0.001
H  -1.089  4.541  4.144  0.001
H  -1.594  5.486  2.744  0.000
H  1.962  4.453  3.100  0.000
H  1.799  2.820  2.445  0.000
H  1.095  3.231  4.019  0.000
H  0.989  1.187  4.062  0.000
H  0.777  0.343  2.536  0.020
H  0.100  -0.328  4.014  -0.001
H  -0.677  2.630  4.986  0.001
H  -1.607  1.182  5.335  -0.001
H  -2.384  2.548  4.539  -0.001
H  -1.894  -0.194  1.945  0.006
H  -3.108  0.631  2.934  0.000
H  -2.023  -0.540  3.673  0.002
H  -1.898  4.066  -0.449  0.000
H  -2.367  5.136  0.882  0.000
H  -3.603  4.371  -0.107  0.000
H  -2.540  1.524  -0.309  -0.010
H  -4.152  2.246  -0.133  0.000
H  -3.607  1.006  0.992  0.000
H  -3.308  4.100  3.074  0.000
H  -3.920  2.445  3.013  0.000
H  -4.617  3.680  1.975  0.000
C  -0.108  3.326  -2.701  -0.004
Si  -0.050  1.627  -3.497  0.055
C  0.559  1.864  -5.274  0.028
C  -1.813  0.966  -3.623  0.009
Si  1.211  0.171  -2.183  0.158
Si  1.411  -1.820  -3.380  0.047
C  2.229  -1.651  -5.078  0.030
C  2.454  -3.088  -2.447  0.001
C  -0.285  -2.594  -3.724  0.007
Si  3.336  1.067  -1.856  0.031
C  3.133  2.607  -0.790  0.008
C  4.234  1.577  -3.443  0.024
C  4.458  -0.139  -0.952  0.002
H  -0.940  3.920  -3.090  0.000
H  0.817  3.878  -2.875  0.001
H  -0.230  3.191  -1.624  0.001
H  -0.097  2.564  -5.801  0.002
H  0.566  0.927  -5.830  -0.002
H  1.570  2.270  -5.295  -0.005
H  -2.486  1.736  -4.011  -0.001
H  -2.181  0.647  -2.647  -0.004
H  -1.863  0.103  -4.289  0.002
H  3.218  -1.200  -5.002  -0.003
H  1.633  -1.027  -5.744  -0.002
H  2.339  -2.635  -5.544  0.002
H  3.511  -2.823  -2.499  0.001
H  2.335  -4.086  -2.879  0.000
H  2.185  -3.127  -1.393  -0.001
H  -0.743  -2.129  -4.599  0.001
H  -0.969  -2.445  -2.890  -0.002
H  -0.194  -3.666  -3.924  -0.001
H  2.691  3.423  -1.363  0.000
H  4.091  2.949  -0.389  -0.001
H  2.458  2.393  0.041  -0.009
H  3.644  2.283  -4.028  -0.002
H  4.435  0.711  -4.074  -0.002
H  5.191  2.050  -3.205  0.001
H  3.948  -0.557  -0.082  0.000
H  5.371  0.367  -0.622  0.000
H  4.747  -0.967  -1.602  -0.001